{
  "formula": "C47H137N9O24",
  "method": "the ωB97M-V functional and the def2-TZVPD basis",
  "species": ["C", "O", "N", "N", "H", "H", "H", "H", "C", "O", "N", "N", "H", "H", "H", "H", "O", "H", "H", "O", "H", "H", "O", "H", "H", "O", "H", "H", "O", "H", "H", "O", "H", "H", "O", "H", "H", "O", "H", "H", "O", "H", "H", "O", "H", "H", "O", "H", "H", "O", "H", "H", "O", "H", "H", "O", "H", "H", "O", "H", "H", "O", "H", "H", "O", "H", "H", "C", "C", "C", "C", "C", "C", "N", "O", "C", "C", "C", "H", "H", "H", "H", "H", "H", "H", "H", "H", "H", "H", "H", "H", "H", "H", "H", "H", "H", "H", "C", "C", "C", "C", "C", "C", "N", "O", "C", "C", "C", "H", "H", "H", "H", "H", "H", "H", "H", "H", "H", "H", "H", "H", "H", "H", "H", "H", "H", "H", "C", "C", "C", "C", "C", "C", "N", "O", "C", "C", "C", "H", "H", "H", "H", "H", "H", "H", "H", "H", "H", "H", "H", "H", "H", "H", "H", "H", "H", "H", "C", "C", "C", "C", "C", "C", "N", "O", "C", "C", "C", "H", "H", "H", "H", "H", "H", "H", "H", "H", "H", "H", "H", "H", "H", "H", "H", "H", "H", "H", "C", "C", "C", "C", "C", "C", "N", "O", "C", "C", "C", "H", "H", "H", "H", "H", "H", "H", "H", "H", "H", "H", "H", "H", "H", "H", "H", "H", "H", "H"],
  "coordinates": [[15.0216, 19.1055, 20.5450], [14.1135, 18.4931, 19.9298], [14.6921, 20.1901, 21.2662], [16.2923, 18.6237, 20.5511], [13.7051, 20.4142, 21.3452], [15.3593, 20.8317, 21.6307], [16.5198, 17.9330, 19.8543], [17.0540, 19.2302, 20.8022], [9.2503, 16.0376, 19.9934], [8.1534, 15.5499, 19.7220], [9.9590, 16.7582, 19.1400], [9.7998, 15.8246, 21.2199], [10.9280, 16.8715, 19.1759], [9.7018, 16.5130, 18.2071], [9.1273, 15.3993, 21.7951], [10.7231, 16.1122, 21.4905], [14.8318, 12.6507, 22.2302], [13.8604, 12.6637, 22.1861], [15.0853, 13.5781, 22.1938], [15.4206, 15.5172, 21.8085], [14.8220, 16.0712, 22.3539], [15.4018, 15.8981, 20.9318], [16.2307, 15.7739, 18.8792], [15.8636, 16.1856, 18.0597], [16.1005, 14.8327, 18.8123], [12.3904, 13.7466, 21.7797], [12.9289, 14.5430, 21.9202], [12.5465, 13.6101, 20.8380], [9.5936, 19.8196, 19.3110], [9.4408, 18.8656, 19.3956], [8.8434, 20.2704, 19.7039], [15.8874, 13.6913, 16.6526], [16.2837, 13.2220, 17.4015], [14.9420, 13.4674, 16.7691], [10.4552, 17.8448, 14.9439], [10.0300, 18.6146, 15.3478], [11.2386, 18.2311, 14.5178], [11.9890, 19.6180, 20.8292], [12.6074, 19.0515, 20.3261], [11.3422, 20.0201, 20.2376], [13.3345, 17.0153, 22.4788], [13.1482, 17.0295, 21.5091], [13.3903, 17.9381, 22.7307], [13.5611, 13.8778, 24.8891], [12.9132, 13.7158, 24.2162], [14.1423, 13.1031, 24.9102], [11.6811, 13.2656, 18.9411], [10.9171, 12.7121, 19.0284], [12.0959, 13.0567, 18.0911], [15.7947, 16.3469, 15.7988], [15.9650, 16.4454, 14.8440], [15.8221, 15.3599, 15.9606], [12.9143, 13.3778, 16.1508], [13.3926, 13.2778, 15.3212], [12.6148, 14.3011, 16.2049], [12.6653, 16.0816, 19.8252], [12.2406, 15.2825, 19.4762], [13.4068, 16.2751, 19.2122], [13.9657, 17.8256, 17.1362], [14.0373, 18.2307, 17.9999], [14.7623, 17.3182, 16.9040], [13.8764, 20.4247, 15.8261], [13.3209, 21.0952, 16.2271], [13.7353, 19.6014, 16.2887], [11.9866, 15.8010, 16.5462], [12.5791, 16.5694, 16.6199], [11.2656, 16.0788, 16.0002], [17.2606, 19.6718, 16.6239], [18.0415, 20.8864, 17.0855], [19.5525, 20.8221, 16.7472], [19.7513, 20.9730, 15.2656], [19.2823, 22.3479, 14.8558], [17.8491, 22.5979, 15.2287], [17.5443, 22.1723, 16.5644], [16.1645, 22.2365, 16.8128], [17.5202, 24.0717, 15.1124], [16.9932, 21.8703, 14.1400], [17.9876, 21.1020, 18.6536], [16.1957, 19.7323, 16.8149], [17.6487, 18.7915, 17.1211], [17.2552, 19.4753, 15.5637], [20.0803, 21.6471, 17.2872], [20.0155, 19.9149, 17.1371], [19.2059, 20.1310, 14.7966], [20.8019, 20.7996, 15.0084], [19.3642, 22.4677, 13.7683], [19.9397, 23.1068, 15.3349], [16.4200, 24.2102, 15.0688], [17.9058, 24.7105, 15.9201], [17.9291, 24.4107, 14.1461], [15.8958, 22.0117, 14.3063], [17.2145, 22.1965, 13.1102], [17.1496, 20.8320, 14.2585], [16.9840, 21.2731, 18.9723], [18.5350, 21.9799, 18.9188], [18.4083, 20.3168, 19.2692], [15.8601, 21.6492, 16.0948], [16.4333, 15.3142, 10.6580], [16.6137, 16.0066, 11.9964], [17.1807, 17.4376, 11.9029], [16.2356, 18.4026, 11.1157], [14.9722, 18.4798, 12.0611], [14.2817, 17.1283, 12.2704], [15.3336, 16.1575, 12.7511], [14.7774, 14.8834, 13.0218], [13.2901, 17.2480, 13.4556], [13.5892, 16.6553, 11.0100], [17.4873, 15.1244, 12.8715], [17.4297, 15.2560, 10.2589], [15.7172, 15.7705, 9.9795], [16.1058, 14.2756, 10.7250], [17.2115, 17.8367, 12.9016], [18.2165, 17.4095, 11.5909], [15.9312, 17.9697, 10.1404], [16.6145, 19.4106, 10.9771], [14.1926, 19.1690, 11.7290], [15.2683, 18.7567, 13.0772], [13.9637, 17.2696, 14.3433], [12.7476, 18.1849, 13.4293], [12.7127, 16.3290, 13.5806], [13.4288, 15.5984, 11.0653], [12.5896, 17.0696, 10.9714], [14.1342, 16.9265, 10.1029], [17.4542, 15.3546, 13.9369], [18.5404, 15.2137, 12.6118], [17.2924, 14.0473, 12.8347], [14.8883, 14.3869, 12.2090], [14.5133, 10.6404, 17.9008], [15.7650, 10.4248, 18.7360], [16.6869, 9.4337, 17.9772], [18.0595, 9.3832, 18.6574], [18.7697, 10.7549, 18.6737], [17.8182, 11.8394, 19.3702], [16.4930, 11.7125, 18.7599], [15.6927, 12.7560, 19.2443], [17.8165, 11.6472, 20.8881], [18.4072, 13.2559, 19.0817], [15.4222, 9.8868, 20.1647], [13.7852, 11.2847, 18.3985], [14.1109, 9.6101, 17.6634], [14.9052, 11.0055, 16.9487], [16.3734, 8.4151, 18.0253], [16.7782, 9.6244, 16.9115], [18.6289, 8.5902, 18.1527], [17.9815, 9.1069, 19.6951], [18.9640, 11.0599, 17.6489], [19.7379, 10.7283, 19.1947], [18.0073, 10.6314, 21.2140], [18.5530, 12.2435, 21.4058], [16.9315, 12.0200, 21.3585], [19.4175, 13.2769, 19.4889], [18.4036, 13.5535, 18.0150], [17.9008, 14.0740, 19.5740], [14.5371, 9.2816, 20.1548], [15.2538, 10.6698, 20.9507], [16.2004, 9.2467, 20.5878], [15.4927, 12.5691, 20.1896], [11.1876, 16.4075, 28.6952], [9.9839, 15.7360, 27.9845], [8.6564, 16.6145, 28.0123], [8.7686, 17.8231, 27.0432], [8.9155, 17.2793, 25.6273], [10.2192, 16.4157, 25.5084], [10.2068, 15.4284, 26.6139], [11.2603, 14.5419, 26.4279], [10.0836, 15.5655, 24.2572], [11.3958, 17.4115, 25.4496], [9.6364, 14.4776, 28.7683], [10.9000, 16.7680, 29.6612], [11.5588, 17.3247, 28.2698], [12.0303, 15.7316, 28.6671], [7.7899, 16.0760, 27.6288], [8.4924, 16.9953, 29.0057], [9.6079, 18.4461, 27.2556], [7.8694, 18.4444, 27.2327], [8.8335, 18.0570, 24.8613], [8.0162, 16.6680, 25.3923], [9.3407, 14.7638, 24.4307], [9.6993, 16.1713, 23.4511], [11.0272, 15.0633, 24.0346], [11.5115, 17.9670, 26.3802], [12.3348, 16.8158, 25.4530], [11.3572, 18.0859, 24.5794], [10.4236, 13.7090, 28.8185], [8.7745, 13.9488, 28.4057], [9.5425, 14.7101, 29.8145], [12.0414, 14.9939, 26.0297], [9.3332, 12.4730, 15.3661], [8.6185, 12.9314, 14.0566], [8.2685, 14.4370, 14.3218], [7.8875, 15.0507, 12.9706], [9.0822, 14.8917, 11.9812], [9.3575, 13.3963, 11.6539], [9.6352, 12.7888, 12.9832], [10.0927, 11.4536, 12.8790], [8.2694, 12.6463, 10.8802], [10.6157, 13.2654, 10.8733], [7.3854, 12.0940, 13.9218], [10.3053, 12.9747, 15.4519], [9.4336, 11.4190, 15.4908], [8.7520, 12.8873, 16.2343], [7.4575, 14.5499, 15.0719], [9.1440, 14.9316, 14.7811], [7.5594, 16.1009, 13.1258], [7.0048, 14.5533, 12.5604], [9.9341, 15.2115, 12.5422], [8.9200, 15.4725, 11.0681], [8.5770, 11.6005, 10.8283], [7.3097, 12.7050, 11.4059], [7.9822, 12.8681, 9.8607], [11.5507, 13.6550, 11.3221], [10.8085, 12.2280, 10.6393], [10.5105, 13.8931, 9.9639], [6.6733, 12.2953, 13.1061], [6.8546, 12.1230, 14.8670], [7.6751, 11.0330, 13.8093], [10.9569, 11.4798, 13.3051]],
  "atomic_forces_ev_per_a": [[-0.510, -0.471, -0.368], [0.890, -0.376, -0.221], [0.166, 0.026, 0.172], [-0.107, 0.592, -0.084], [-0.100, -0.055, -0.293], [0.437, 0.095, 0.229], [-0.148, -0.251, -0.019], [-0.039, 0.046, 0.159], [-0.942, -1.915, 1.956], [0.208, 0.436, -0.187], [-0.606, 1.468, -2.587], [-0.049, 0.604, -1.320], [1.719, 0.061, 0.862], [-0.371, 0.159, -0.644], [-0.126, -0.655, 1.161], [-0.114, -0.046, 0.224], [0.134, -0.778, -0.163], [0.176, 0.164, 0.005], [0.136, 0.655, 0.049], [-0.030, -0.499, 0.765], [0.238, -0.133, -0.375], [0.089, 0.158, -0.496], [-0.505, 1.838, -0.415], [0.644, -0.904, 0.815], [-0.222, -0.817, -0.246], [0.311, 0.443, 0.144], [-0.181, 0.044, 0.253], [-0.435, -0.378, -0.389], [0.154, 0.167, -0.221], [-0.020, -0.059, 0.029], [-0.125, -0.110, 0.057], [-0.754, 0.050, -0.114], [0.311, -0.255, -0.217], [0.215, 0.133, -0.190], [0.249, 0.484, -0.016], [-0.065, -0.273, 0.027], [-0.275, -0.325, 0.133], [-0.017, 0.225, 0.627], [-0.234, 0.252, -0.207], [-0.220, -0.292, -0.150], [-0.392, -0.102, -0.719], [0.085, -0.041, 0.698], [-0.126, 0.269, 0.136], [0.764, 0.207, 0.680], [-0.497, -0.389, -0.609], [-0.276, 0.282, -0.188], [0.973, 0.654, 0.025], [-0.678, -0.400, 0.021], [-0.083, -0.047, -0.103], [0.229, -1.064, 0.200], [-0.373, 0.066, 0.056], [0.138, 0.872, -0.036], [0.424, -0.747, 0.218], [-0.124, 0.081, -0.058], [-0.116, 0.496, -0.130], [0.655, 0.048, -0.536], [0.004, -0.174, -0.065], [-0.538, -0.061, 0.507], [-0.705, -0.092, -0.604], [0.322, 0.014, 0.884], [0.132, 0.201, -0.400], [0.274, 0.672, -0.716], [-0.112, -0.023, 0.188], [-0.086, -0.695, 0.399], [0.669, -0.131, 0.691], [0.054, 0.057, 0.065], [-0.801, 0.516, -0.674], [-0.240, -0.381, 0.244], [1.138, 0.969, 1.506], [-0.001, 0.467, 0.629], [0.476, -0.952, -0.090], [1.055, 0.213, -0.071], [-1.160, 0.287, -1.434], [0.949, -0.160, 1.283], [-0.115, -0.251, -0.907], [-0.599, 0.782, -0.588], [-1.126, 0.874, 0.359], [-0.182, -0.607, -0.939], [-0.192, 0.174, 0.597], [0.038, -0.322, 0.103], [0.597, -0.038, -0.413], [-0.505, -0.390, -0.396], [-0.277, -0.249, -0.041], [0.092, 0.581, -0.209], [-0.067, 0.217, -0.058], [0.083, 0.173, 0.220], [-0.304, -0.393, -0.226], [0.627, 0.002, 0.108], [0.088, -0.430, -0.180], [-0.154, 0.152, 0.313], [0.756, 0.124, -0.271], [0.040, -0.089, 0.519], [0.268, -1.176, -0.442], [-0.910, 0.020, 0.158], [0.436, 0.727, -0.153], [0.164, -0.649, -0.250], [-1.060, 0.179, 0.665], [-0.057, -0.139, -0.262], [-1.271, 0.159, 0.887], [-0.465, 0.225, -0.807], [-1.176, -1.118, 1.228], [0.312, -0.467, -0.252], [0.306, -0.630, 0.174], [0.219, 0.785, 0.417], [-0.133, 0.349, 0.168], [1.897, -0.629, 0.588], [-0.247, 0.439, -0.065], [1.072, -0.520, 0.593], [0.353, 0.009, -0.769], [0.459, 0.293, -0.075], [0.031, -0.139, 0.370], [0.122, 0.042, 0.674], [0.187, -0.035, -0.573], [0.362, 0.428, 0.439], [0.334, -0.073, -0.061], [0.204, 0.141, -0.136], [0.248, 0.521, -0.176], [-0.688, 0.225, -0.333], [-0.353, 0.007, -0.292], [-0.390, 0.370, -0.244], [0.013, -0.792, -0.185], [-0.225, 0.345, -0.181], [-0.261, -0.107, 0.087], [-0.222, 0.352, -0.070], [0.145, 0.175, -0.312], [-0.369, 0.234, -0.311], [-0.208, -0.422, -0.388], [0.250, -1.513, -0.360], [0.256, -0.435, 0.528], [0.874, 0.483, 1.264], [0.743, 0.661, -0.613], [-1.110, 0.308, 0.220], [1.638, -0.365, -0.418], [0.613, 0.224, -0.776], [-0.830, 0.059, 0.919], [0.450, 0.029, 0.319], [-0.168, -0.310, -0.413], [0.368, 0.663, 0.559], [0.029, -0.120, -0.381], [-0.007, 1.154, 0.459], [-0.578, 0.486, -0.015], [-1.078, -0.690, 0.238], [0.012, 0.611, -0.096], [0.262, 0.371, 0.190], [-0.295, -0.528, 0.344], [-0.006, 0.252, -0.177], [-0.344, -0.022, 0.008], [-0.257, -0.272, -0.061], [0.731, 0.256, -0.273], [-0.846, -0.115, 0.168], [0.167, -0.079, -0.301], [0.198, -0.534, 0.324], [-0.373, -0.082, 0.451], [-0.631, -0.307, -0.256], [0.047, -0.455, -0.956], [0.054, 0.123, -0.209], [-0.085, 0.191, -0.122], [-0.487, 0.329, -0.660], [-1.035, 1.124, 0.953], [1.744, 0.819, -1.182], [-0.962, -0.634, 0.336], [-0.902, -0.565, 0.108], [-2.013, 0.857, 0.368], [-0.382, 0.456, -1.568], [1.261, -0.680, -0.089], [-0.125, -0.475, 0.218], [1.094, -1.183, 0.518], [1.204, -0.968, 0.272], [-0.021, -0.515, 1.046], [-0.109, 0.344, -0.823], [0.129, -0.318, 0.517], [0.120, -0.512, 0.434], [-0.166, -0.163, 0.554], [0.711, 0.491, 0.443], [0.350, -0.218, -0.584], [0.665, 0.102, 0.070], [0.559, -0.119, 0.284], [0.331, 0.405, 0.107], [0.391, 0.251, -0.145], [-0.120, 0.229, -0.480], [-0.445, 0.324, -0.234], [-0.195, 0.446, -0.586], [-0.006, -0.423, 0.309], [0.170, 0.402, -0.575], [-0.626, 0.096, -0.233], [-0.577, 0.419, 0.494], [-0.536, -0.295, 0.639], [-0.621, 1.811, 0.629], [1.054, 0.152, 1.617], [0.095, -0.529, -0.880], [0.094, 0.682, 0.012], [-1.543, -0.748, 0.412], [-0.112, 0.210, 0.762], [-0.336, 1.371, 0.246], [-0.442, -0.173, -0.080], [-1.059, -0.595, 0.658], [1.456, 1.109, -1.264], [-0.790, -1.491, -0.301], [-0.005, -0.298, -0.218], [0.080, -0.804, -0.084], [0.288, -0.584, -0.654], [0.320, -0.445, -0.510], [-0.186, -0.054, -0.470], [0.510, -0.394, -0.328], [-0.010, -0.102, 0.098], [0.869, 0.583, -0.055], [0.184, -0.100, 0.091], [-0.129, -0.114, 0.270], [0.318, -0.187, -0.061], [0.689, 0.870, -0.396], [-0.644, -0.082, 0.445], [-0.010, -0.177, -0.389], [0.000, -0.691, 0.088], [0.382, 0.281, 0.458], [-0.300, 0.156, 0.147], [-0.012, 0.376, -0.121], [-0.060, 0.039, -0.040]],
  "e_lumo_ev": 0.2,
  "homo_lumo_gap_ev": 7.7,
  "charge": 0,
  "spin_multiplicity": 1,
  "e_tot_ev": -113512.0230
}

=====

{
  "formula": "C9H23Li2NO3",
  "method": "the ωB97M-V functional and the def2-TZVPD basis",
  "species": ["Li", "Li", "O", "H", "O", "H", "C", "C", "N", "C", "C", "C", "C", "H", "H", "H", "H", "H", "H", "H", "H", "H", "H", "H", "H", "H", "H", "H", "C", "C", "O", "C", "H", "H", "H", "H", "H", "H"],
  "coordinates": [[2.4889, 1.3389, -1.7094], [0.3971, 0.3985, -0.5419], [2.3101, 0.5570, -0.0562], [2.6935, 0.4826, 0.8394], [0.5385, 1.3078, -2.3118], [-0.4198, 1.4419, -2.4468], [0.2095, 3.3120, 0.7125], [-1.1567, 2.4942, 0.5402], [-1.0742, 1.0139, 0.7684], [-2.2755, 0.3083, 0.3981], [-2.5674, 0.3807, -1.0549], [-0.8286, 0.6969, 2.1797], [-0.5612, -0.7895, 2.5814], [0.8783, 3.1606, 1.5597], [-0.0790, 4.3629, 0.6908], [0.8213, 3.0377, -0.1469], [-1.9146, 2.7926, 1.2646], [-1.6554, 2.6858, -0.4099], [-2.2695, -0.7671, 0.5764], [-3.0514, 0.7786, 1.0021], [-3.4067, -0.2805, -1.2704], [-2.8569, 1.3525, -1.4548], [-1.6765, 0.1053, -1.6192], [-1.6649, 1.0113, 2.8040], [0.0622, 1.2537, 2.4706], [-0.0563, -1.4203, 1.8498], [-1.5460, -1.2481, 2.6713], [0.0150, -0.8374, 3.5054], [2.1828, -2.1960, -2.3461], [1.3800, -2.4907, -1.1878], [0.4494, -1.8314, -0.8272], [1.7621, -3.7412, -0.4139], [3.1857, -1.8003, -2.1856], [1.6593, -1.5978, -3.0918], [2.3497, -3.1728, -2.8001], [2.6753, -3.5312, 0.1429], [1.8012, -4.5380, -1.1566], [1.2008, -4.0316, 0.4741]],
  "atomic_forces_ev_per_a": [[-1.401, -0.268, 0.398], [0.877, -0.065, -0.324], [0.282, 0.101, 0.360], [-0.352, 0.109, -1.063], [-0.081, -0.199, 0.703], [1.164, 0.138, -0.226], [-1.300, -0.912, -1.034], [0.444, -0.562, 1.574], [1.463, -0.791, 0.077], [-0.681, 0.740, -0.182], [-0.528, 0.384, -1.263], [1.621, -0.226, 0.254], [-0.782, 0.340, -0.941], [-0.699, -0.395, 0.383], [0.196, 0.039, -0.167], [-0.064, 0.340, -0.184], [-0.052, 0.699, 0.439], [0.720, -0.020, -0.209], [0.598, 0.152, 0.739], [-0.849, -0.277, 0.088], [0.164, -0.167, -0.260], [-0.061, 0.191, 0.273], [-0.160, -0.465, -0.136], [-0.260, 0.416, 0.086], [-0.144, 0.209, 0.105], [0.299, 0.445, -0.301], [0.110, -0.287, 0.555], [-0.315, 0.066, 0.073], [0.865, -0.382, -2.355], [-0.268, -0.752, 2.387], [-1.399, 1.169, 0.322], [0.256, 0.131, 0.384], [-0.163, 0.130, 0.499], [-0.045, 0.292, 0.329], [0.247, -0.068, -0.372], [0.899, -0.180, -0.902], [0.552, -0.331, 0.495], [-1.155, 0.256, -0.605]],
  "e_lumo_ev": 0.2,
  "homo_lumo_gap_ev": 8.5,
  "charge": 0,
  "spin_multiplicity": 1,
  "e_above_lowest_ev": 1.450,
  "e_tot_ev": -17750.7221
}